Entry 1:
The following is a quantum chemistry calculation of C38H42BrCsFNO2Sb2Se2 as an isolated structure, from the Open Molecules 2025 dataset.

Geometry as XYZ:
```
90
Properties=species:S:1:pos:R:3:lowdin_charge:R:1
Cs -0.955 -0.712 1.437 0.79
O -3.898 0.141 3.069 -0.18
C -3.498 -0.432 4.303 -0.26
C -3.884 -1.915 4.503 -0.59
C -4.986 -1.943 5.588 -0.29
O -5.679 -3.173 5.700 -0.12
C -2.681 -2.704 5.047 -0.62
Se -1.110 -2.875 3.859 0.23
C -4.391 -2.554 3.204 -0.61
Se -6.194 -1.980 2.592 0.33
H -4.778 -0.226 2.848 -0.07
H -3.911 0.160 5.138 0.11
H -2.411 -0.325 4.344 0.07
H -5.704 -1.143 5.371 0.09
H -4.533 -1.753 6.569 0.12
H -6.227 -3.201 4.887 0.01
H -3.037 -3.700 5.320 0.05
H -2.351 -2.218 5.973 0.04
H -4.400 -3.635 3.349 0.05
H -3.669 -2.355 2.411 0.01
C -1.412 1.127 -3.155 -0.39
C -1.643 2.103 -2.017 -0.40
C -0.375 2.853 -1.608 -0.39
Sb -0.126 2.845 0.520 1.48
C 2.008 2.712 0.601 -0.39
C 2.808 3.355 -0.338 -0.13
C 4.190 3.313 -0.251 -0.10
C 4.798 2.623 0.787 -0.11
C 4.014 1.975 1.726 -0.12
C 2.630 2.019 1.629 -0.15
C -0.062 5.026 0.656 -0.38
C 0.971 5.754 1.238 -0.13
C 0.901 7.134 1.370 -0.11
C -0.212 7.825 0.918 -0.12
C -1.254 7.119 0.333 -0.11
C -1.173 5.740 0.211 -0.15
Sb -0.344 -0.677 -2.626 1.49
C 1.667 0.023 -2.837 -0.39
C 2.130 0.659 -3.981 -0.13
C 3.455 1.056 -4.089 -0.11
C 4.342 0.796 -3.056 -0.11
C 3.893 0.153 -1.912 -0.10
C 2.563 -0.217 -1.802 -0.15
C -0.302 -1.335 -4.731 -0.39
C 0.666 -2.258 -5.124 -0.15
C 0.702 -2.783 -6.405 -0.11
C -0.246 -2.398 -7.342 -0.12
C -1.219 -1.483 -6.979 -0.11
C -1.241 -0.964 -5.690 -0.14
H -0.884 1.605 -3.986 0.06
H -2.371 0.772 -3.542 0.04
H -2.066 1.559 -1.170 0.07
H -2.411 2.831 -2.314 0.10
H -0.374 3.875 -1.990 0.05
H 0.514 2.350 -1.989 0.03
H 2.348 3.904 -1.152 0.10
H 4.790 3.812 -1.004 0.10
H 5.878 2.585 0.857 0.09
H 4.476 1.429 2.541 0.09
H 2.036 1.500 2.373 0.09
H 1.859 5.240 1.589 0.09
H 1.724 7.670 1.830 0.09
H -0.269 8.901 1.021 0.09
H -2.135 7.641 -0.025 0.09
H -2.008 5.216 -0.246 0.09
H 1.451 0.844 -4.808 0.10
H 3.796 1.563 -4.985 0.09
H 5.379 1.099 -3.140 0.09
H 4.569 -0.046 -1.089 0.09
H 2.205 -0.675 -0.893 0.03
H 1.427 -2.571 -4.415 0.09
H 1.472 -3.496 -6.673 0.09
H -0.225 -2.807 -8.345 0.09
H -1.969 -1.168 -7.695 0.09
H -2.016 -0.248 -5.443 0.08
C 0.037 -6.781 1.746 -0.05
C 0.926 -5.585 1.613 -0.26
C 2.270 -5.599 1.966 -0.03
C 3.013 -4.430 1.923 -0.11
C 2.350 -3.283 1.520 -0.73
Br 3.262 -1.605 1.606 0.78
N 1.098 -3.244 1.137 0.00
C 0.400 -4.371 1.185 -0.15
H 0.618 -7.695 1.872 0.07
H -0.606 -6.899 0.873 0.08
H -0.614 -6.657 2.614 0.09
H 2.731 -6.520 2.302 0.11
H 4.050 -4.396 2.221 0.09
H -0.646 -4.291 0.914 0.11
F 0.084 0.419 -0.359 -1.01
```

Max |F| in hartree/bohr: 0.050
DFT total energy in Eh: -9655.8606
Total charge: -2
Energy relative to the best compared isomer or geometry (same formula, charge and spin) in eV: 1.009
HOMO energy in eV: -1.16
Lowest unoccupied orbital energy in eV: 3.5265

***

Entry 2:
The following is a quantum chemistry calculation of C38H42BrCsFNO2Sb2Se2 as an isolated structure, from the Open Molecules 2025 dataset.

Geometry as XYZ:
```
90
Properties=species:S:1:pos:R:3:lowdin_charge:R:1
Cs 0.255 -0.486 -1.374 0.87
O -3.244 -2.440 -1.800 -0.16
C -3.666 -2.466 -3.161 -0.25
C -2.529 -2.294 -4.172 -0.58
C -2.935 -3.004 -5.479 -0.26
O -3.217 -4.388 -5.380 -0.14
C -1.219 -2.877 -3.630 -0.62
Se -1.244 -4.696 -2.828 0.38
C -2.314 -0.815 -4.586 -0.62
Se -2.228 0.651 -3.244 0.20
H -2.689 -3.241 -1.701 -0.04
H -4.374 -1.646 -3.294 0.11
H -4.176 -3.410 -3.365 0.11
H -2.135 -2.829 -6.213 0.12
H -3.840 -2.528 -5.875 0.11
H -2.631 -4.764 -4.689 -0.06
H -0.883 -2.210 -2.850 -0.11
H -0.471 -2.855 -4.427 0.06
H -3.136 -0.536 -5.251 0.03
H -1.401 -0.763 -5.185 0.04
C 0.877 4.347 2.473 -0.38
C 1.605 4.033 1.142 -0.35
C 0.906 2.966 0.295 -0.40
Sb 1.685 2.663 -1.708 1.43
C 3.762 3.099 -1.346 -0.36
C 4.474 3.899 -2.237 -0.16
C 5.828 4.159 -2.050 -0.11
C 6.491 3.624 -0.955 -0.12
C 5.795 2.820 -0.060 -0.09
C 4.446 2.553 -0.259 -0.12
C 1.170 4.768 -2.178 -0.37
C -0.089 4.912 -2.772 -0.14
C -0.618 6.165 -3.063 -0.11
C 0.111 7.311 -2.778 -0.13
C 1.369 7.192 -2.201 -0.12
C 1.886 5.935 -1.905 -0.15
Sb 0.353 2.517 3.500 1.46
C 2.336 1.725 3.355 -0.39
C 2.535 0.595 2.564 -0.15
C 3.815 0.090 2.357 -0.09
C 4.907 0.704 2.951 -0.11
C 4.721 1.832 3.742 -0.10
C 3.445 2.341 3.936 -0.13
C 0.595 3.335 5.484 -0.41
C 0.047 4.578 5.804 -0.15
C 0.107 5.080 7.098 -0.11
C 0.719 4.344 8.103 -0.12
C 1.271 3.107 7.802 -0.10
C 1.207 2.609 6.506 -0.14
H -0.053 4.890 2.280 0.05
H 1.489 4.969 3.134 0.05
H 2.623 3.708 1.370 0.08
H 1.698 4.953 0.557 0.08
H -0.155 3.209 0.171 0.06
H 0.981 1.979 0.756 -0.01
H 3.969 4.337 -3.092 0.09
H 6.361 4.781 -2.759 0.09
H 7.545 3.827 -0.802 0.09
H 6.301 2.390 0.797 0.09
H 3.920 1.888 0.414 0.07
H -0.673 4.029 -3.022 0.08
H -1.599 6.240 -3.518 0.09
H -0.296 8.290 -3.006 0.09
H 1.948 8.081 -1.975 0.09
H 2.867 5.868 -1.446 0.08
H 1.697 0.119 2.066 0.07
H 3.950 -0.767 1.709 0.11
H 5.904 0.315 2.787 0.10
H 5.574 2.325 4.193 0.09
H 3.312 3.231 4.542 0.10
H -0.434 5.172 5.035 0.09
H -0.326 6.049 7.320 0.09
H 0.767 4.732 9.113 0.09
H 1.753 2.524 8.578 0.09
H 1.649 1.642 6.290 0.10
C -5.303 -0.112 -0.298 -0.04
C -4.236 -0.420 0.705 -0.25
C -4.479 -1.162 1.843 -0.03
C -3.446 -1.473 2.711 -0.12
C -2.186 -1.014 2.381 -0.75
Br -0.731 -1.432 3.556 0.68
N -1.896 -0.316 1.307 0.03
C -2.915 -0.022 0.483 -0.10
H -6.295 -0.142 0.161 0.07
H -5.248 -0.856 -1.091 0.07
H -5.145 0.861 -0.759 0.08
H -5.482 -1.515 2.050 0.11
H -3.605 -2.058 3.605 0.09
H -2.678 0.521 -0.426 0.04
F 2.312 0.587 -0.637 -0.92
```

Max |F| in hartree/bohr: 0.031
DFT total energy in Eh: -9655.8631
Total charge: -2
Energy relative to the best compared isomer or geometry (same formula, charge and spin) in eV: 0.940
HOMO energy in eV: -1.42
Lowest unoccupied orbital energy in eV: 3.5782

***

Entry 3:
The following is a quantum chemistry calculation of a 5-piece molecular cluster, C38H42F9NO21S6 overall, from the Open Molecules 2025 dataset.

Geometry as XYZ:
```
117
Properties=species:S:1:pos:R:3:lowdin_charge:R:1
C -1.111 -10.759 -3.701 -0.11
C -2.468 -9.800 -3.857 -0.26
O -2.488 -8.673 -2.905 -0.22
C -1.532 -7.604 -3.330 -0.14
C -2.258 -6.183 -3.712 -0.14
O -2.180 -5.154 -2.633 -0.17
C -2.731 -3.854 -3.138 -0.02
C -1.712 -3.045 -4.188 -0.09
C -2.261 -1.587 -4.794 -0.34
C -3.748 -1.007 -4.414 -0.01
C -4.727 -1.857 -3.360 -0.09
C -6.192 -1.195 -3.046 -0.11
C -7.383 -2.055 -4.057 -0.15
C -7.101 -1.900 -5.763 -0.01
O -6.824 -3.260 -4.881 -0.25
C -4.225 -3.268 -2.694 -0.09
S -5.248 -4.277 -1.443 0.88
O -6.767 -3.995 -1.518 -0.33
O -5.072 -5.774 -1.913 -0.34
C -4.514 -4.208 0.287 -0.24
F -5.152 -5.349 1.045 0.01
F -3.082 -4.568 0.155 0.02
C -4.815 -2.828 1.114 -0.09
F -5.751 -1.910 0.362 0.01
F -5.605 -3.233 2.336 0.03
C -3.501 -1.918 1.470 -0.09
F -2.908 -1.466 0.187 0.06
F -4.031 -0.668 2.134 0.02
C -2.445 -2.582 2.529 -0.11
F -2.056 -1.568 3.557 0.03
F -1.180 -2.844 1.744 0.03
F -2.845 -3.892 3.089 0.07
S -1.019 -0.694 -5.939 0.80
C 0.647 -1.052 -5.072 -0.33
C 1.859 0.049 -4.959 -0.13
C 1.748 1.580 -5.592 -0.17
C 1.918 2.606 -4.293 -0.17
C 3.414 3.257 -4.018 -0.04
C 3.572 4.248 -2.680 -0.04
C 2.303 4.576 -1.648 -0.06
C 0.847 3.898 -2.034 -0.06
C 0.607 2.902 -3.340 -0.02
C 3.280 -0.306 -4.163 0.00
C 3.388 -1.803 -3.499 -0.05
C 2.170 -2.920 -3.637 0.00
C 0.758 -2.590 -4.426 -0.17
N -0.357 -3.602 -4.573 -0.04
H -1.218 -11.788 -4.283 0.09
H -0.834 -10.909 -2.569 0.09
H -0.245 -10.170 -4.230 0.06
H -2.651 -9.491 -4.978 0.13
H -3.375 -10.518 -3.563 0.13
H -0.645 -7.508 -2.555 0.15
H -1.030 -8.029 -4.325 0.12
H -3.414 -6.351 -3.910 0.15
H -1.789 -5.817 -4.726 0.12
H -4.082 0.016 -4.878 0.10
H -6.636 -1.432 -1.991 0.09
H -6.299 -0.062 -3.317 0.12
H -8.574 -2.069 -3.664 0.17
H -5.987 -1.882 -6.124 0.11
H -8.023 -2.340 -6.335 0.11
H 0.767 1.768 -6.202 0.10
H 2.683 1.708 -6.292 0.11
H 4.320 3.022 -4.747 0.09
H 4.646 4.706 -2.522 0.08
H 2.454 5.281 -0.710 0.07
H -0.059 4.151 -1.337 0.07
H -0.439 2.412 -3.612 0.09
H 4.128 0.524 -4.122 0.09
H 4.353 -2.102 -2.901 0.08
H 2.290 -3.980 -3.152 0.09
H -0.374 -3.909 -5.591 0.14
C -1.172 1.042 5.888 -0.17
C -1.127 -0.448 6.218 -0.17
O 0.203 -0.690 6.672 -0.20
S 0.755 0.646 7.428 0.68
O 0.572 0.467 8.851 -0.24
O 2.021 1.015 6.838 -0.22
O -0.387 1.679 6.894 -0.19
H -0.710 1.244 4.916 0.14
H -2.192 1.435 5.893 0.14
H -1.359 -1.073 5.353 0.11
H -1.813 -0.691 7.037 0.14
C 3.068 9.692 0.753 -0.16
C 1.903 9.334 -0.166 -0.17
O 2.507 8.913 -1.387 -0.18
S 3.936 8.201 -1.054 0.71
O 3.731 6.769 -1.028 -0.28
O 4.960 8.835 -1.852 -0.22
O 4.079 8.722 0.484 -0.29
H 3.472 10.681 0.510 0.14
H 2.785 9.665 1.808 0.14
H 1.233 10.179 -0.338 0.14
H 1.330 8.491 0.235 0.13
C 1.795 -2.772 9.740 -0.17
C 0.720 -3.364 10.648 -0.17
O 1.414 -4.259 11.513 -0.20
S 2.916 -3.682 11.779 0.68
O 2.909 -2.969 13.038 -0.24
O 3.867 -4.724 11.470 -0.24
O 2.937 -2.585 10.574 -0.19
H 2.066 -3.472 8.943 0.14
H 1.485 -1.821 9.298 0.11
H -0.055 -3.892 10.087 0.14
H 0.256 -2.588 11.266 0.13
C 7.234 11.691 2.497 -0.17
C 8.191 11.418 1.339 -0.18
O 8.151 10.006 1.148 -0.19
S 6.661 9.461 1.526 0.72
O 5.903 9.333 0.301 -0.27
O 6.796 8.389 2.484 -0.22
O 6.141 10.794 2.308 -0.20
H 7.703 11.459 3.459 0.13
H 6.881 12.726 2.505 0.14
H 9.209 11.750 1.553 0.14
H 7.840 11.894 0.417 0.13
```

Max |F| in hartree/bohr: 0.181
DFT total energy in Eh: -6394.3037
Total charge: 0
HOMO energy in eV: -8.13
Lowest unoccupied orbital energy in eV: -1.3971